Entry 1:
C33H96N22O17 | ωB97M-V/def2-TZVPD

Last column: Löwdin charge in e.
Positions of all 168 atoms, in Å:
C 20.53 18.34 20.28  -0.70
O 19.79 18.84 19.37  -0.05
N 21.64 17.70 19.95  0.16
N 20.09 18.11 21.45  0.21
H 21.86 17.72 18.96  0.12
H 21.61 16.78 20.37  0.11
H 19.15 18.29 21.78  0.07
H 20.74 17.49 21.90  0.11
C 13.92 15.62 24.12  -0.72
O 14.59 16.31 23.35  -0.01
N 12.84 14.94 23.72  0.17
N 14.09 15.53 25.38  0.21
H 12.29 14.51 24.45  0.11
H 12.58 15.06 22.75  0.08
H 14.88 15.91 25.87  0.13
H 13.41 14.99 25.91  0.12
C 12.67 21.86 22.45  -0.80
O 11.96 22.02 23.45  0.00
N 13.89 22.22 22.47  0.19
N 12.23 21.50 21.29  0.17
H 14.44 22.21 21.62  0.08
H 14.20 22.61 23.35  0.12
H 11.32 21.11 21.09  0.13
H 12.78 21.70 20.47  0.05
C 13.74 18.36 17.72  -0.79
O 14.59 17.84 18.39  0.03
N 13.47 19.58 17.55  0.21
N 12.78 17.66 17.16  0.18
H 14.21 20.26 17.61  0.11
H 12.67 19.63 16.93  0.13
H 12.93 16.69 17.43  0.12
H 11.91 18.14 17.01  0.12
C 12.39 17.46 21.02  -0.78
O 11.46 17.65 20.27  0.02
N 12.91 16.28 21.06  0.16
N 13.09 18.36 21.67  0.22
H 13.53 16.02 21.81  0.04
H 12.44 15.60 20.47  0.13
H 12.81 19.32 21.57  0.08
H 14.02 18.26 22.05  0.08
C 16.71 18.71 21.19  -0.78
O 17.30 18.57 22.20  0.02
N 16.42 19.79 20.53  0.24
N 16.14 17.70 20.62  0.18
H 16.70 20.71 20.85  0.06
H 15.77 19.80 19.75  0.10
H 15.67 17.86 19.75  0.04
H 15.94 16.94 21.26  0.09
C 18.31 22.22 22.02  -0.71
O 17.49 22.35 21.15  0.03
N 19.05 23.12 22.61  0.17
N 18.66 21.03 22.52  0.19
H 19.91 22.80 23.02  0.12
H 18.78 24.06 22.36  0.12
H 18.17 20.22 22.17  0.05
H 19.08 20.94 23.44  0.11
C 14.72 22.94 18.72  -0.72
O 14.16 22.15 19.52  -0.03
N 15.91 23.37 18.86  0.20
N 14.19 23.57 17.74  0.19
H 16.44 23.11 19.69  0.07
H 16.46 23.79 18.13  0.13
H 14.51 24.41 17.27  0.13
H 13.23 23.40 17.51  0.13
C 17.73 16.62 17.06  -0.77
O 18.61 16.55 16.24  0.02
N 17.79 17.36 18.13  0.20
N 16.55 15.97 16.95  0.16
H 16.99 17.31 18.73  0.05
H 18.59 17.95 18.35  0.06
H 15.83 16.18 17.62  0.06
H 16.30 15.44 16.14  0.11
C 18.34 21.55 10.88  -0.12
O 18.66 20.73 11.99  -0.18
C 19.86 21.10 12.69  -0.21
C 19.95 20.36 14.05  -0.18
N 18.99 21.02 14.96  -0.07
C 18.59 20.28 16.13  -0.19
C 17.31 20.94 16.75  -0.20
O 16.28 21.04 15.80  -0.21
C 15.78 19.84 15.25  -0.10
H 18.82 21.27 9.94  0.08
H 18.55 22.60 11.04  0.08
H 17.29 21.41 10.63  0.08
H 19.95 22.18 12.81  0.12
H 20.76 20.69 12.23  0.11
H 21.00 20.39 14.36  0.12
H 19.59 19.35 13.91  0.12
H 18.10 21.15 14.50  0.08
H 19.37 20.33 16.90  0.11
H 18.41 19.26 15.79  0.09
H 17.51 22.01 16.85  0.10
H 17.04 20.58 17.74  0.10
H 15.98 18.95 15.84  0.08
H 16.23 19.69 14.26  0.09
H 14.69 19.84 15.15  0.07
C 14.86 19.29 24.66  -0.11
O 14.67 19.85 25.94  -0.20
C 13.85 21.01 26.04  -0.19
C 12.44 20.55 26.38  -0.21
N 12.15 20.15 27.75  -0.04
C 10.80 19.71 28.13  -0.19
C 9.80 20.82 28.21  -0.26
O 10.01 21.83 29.18  -0.17
C 9.07 22.85 29.01  -0.13
H 15.30 18.29 24.70  0.06
H 15.44 19.89 23.97  0.08
H 13.83 19.31 24.31  0.07
H 13.89 21.59 25.12  0.08
H 14.29 21.61 26.84  0.12
H 12.26 19.66 25.77  0.11
H 11.86 21.33 25.88  0.10
H 12.52 20.86 28.37  0.10
H 10.77 19.28 29.13  0.11
H 10.48 18.92 27.45  0.12
H 8.79 20.43 28.37  0.12
H 9.70 21.30 27.24  0.11
H 9.13 23.59 29.81  0.08
H 8.00 22.64 28.96  0.09
H 9.42 23.34 28.10  0.09
C 16.72 12.48 25.49  -0.11
O 17.61 13.44 26.05  -0.21
C 18.51 14.28 25.24  -0.15
C 17.69 15.24 24.38  -0.19
N 18.51 16.26 23.63  -0.02
C 19.29 17.18 24.54  -0.20
C 18.48 17.98 25.54  -0.22
O 18.50 17.32 26.79  -0.22
C 19.77 17.48 27.54  -0.06
H 17.35 11.62 25.25  0.08
H 16.45 12.75 24.47  0.07
H 15.90 12.18 26.13  0.09
H 19.04 13.63 24.54  0.12
H 19.22 14.83 25.86  0.11
H 16.90 15.78 24.90  0.09
H 17.15 14.58 23.70  0.10
H 17.88 16.87 23.14  0.04
H 19.69 17.99 23.94  0.08
H 20.14 16.60 24.91  0.11
H 17.47 18.11 25.16  0.11
H 18.80 19.00 25.77  0.11
H 19.63 18.48 27.94  0.08
H 20.66 17.42 26.91  0.08
H 19.78 16.71 28.30  0.09
C 23.29 8.73 19.56  -0.11
O 22.09 9.13 18.93  -0.19
C 21.24 9.94 19.73  -0.25
C 20.11 10.22 18.86  -0.21
N 19.19 11.21 19.49  -0.07
C 18.08 11.66 18.66  -0.18
C 16.88 12.13 19.54  -0.22
O 17.07 13.48 19.83  -0.20
C 15.91 14.16 20.17  -0.13
H 23.79 9.62 19.94  0.08
H 24.01 8.15 18.97  0.09
H 23.01 8.14 20.43  0.08
H 21.78 10.75 20.22  0.12
H 20.93 9.42 20.64  0.12
H 19.49 9.35 18.64  0.13
H 20.54 10.58 17.92  0.12
H 19.70 12.01 19.84  0.11
H 17.79 10.83 18.03  0.11
H 18.38 12.51 18.05  0.12
H 16.67 11.81 20.56  0.12
H 16.01 11.91 18.92  0.11
H 15.36 13.65 20.96  0.09
H 15.28 14.40 19.31  0.08
H 16.18 15.18 20.44  0.06

Properties
ΔE to the lowest compared entry with this formula, charge and spin ... 0.0 kcal/mol

=====

Entry 2:
C33H99O44P11 | ωB97M-V/def2-TZVPD

Last column: Löwdin charge in e.
Positions of all 187 atoms, in Å:
C 1.48 -1.22 6.40  -0.12
O 1.65 -0.52 7.62  -0.22
P 1.50 1.07 7.87  0.42
O 0.24 1.64 7.34  -0.24
O 1.80 1.03 9.45  -0.24
C 0.74 0.55 10.31  -0.07
O 2.74 1.73 7.13  -0.21
C 4.06 1.36 7.61  -0.08
H 0.75 -2.02 6.59  0.07
H 2.37 -1.77 6.17  0.07
H 1.25 -0.57 5.53  0.10
H 1.01 0.77 11.33  0.08
H 0.55 -0.52 10.15  0.09
H -0.19 1.08 9.98  0.10
H 4.02 1.42 8.70  0.09
H 4.82 1.97 7.16  0.07
H 4.27 0.32 7.40  0.08
C -3.78 1.38 0.89  -0.06
O -4.90 0.48 0.66  -0.19
P -4.72 -0.45 -0.57  0.33
O -4.59 0.14 -1.88  -0.20
O -5.93 -1.46 -0.49  -0.21
C -5.98 -2.38 0.64  -0.06
O -3.44 -1.36 -0.13  -0.27
C -3.04 -2.39 -1.14  -0.04
H -3.67 2.15 0.09  0.08
H -2.86 0.81 1.04  0.07
H -4.10 1.99 1.72  0.09
H -6.71 -3.17 0.30  0.11
H -6.29 -1.82 1.51  0.08
H -4.98 -2.71 0.86  0.07
H -3.83 -3.12 -1.28  0.09
H -2.19 -2.92 -0.70  0.07
H -2.74 -1.94 -2.06  0.07
C 1.95 4.01 -8.01  -0.11
O 2.47 3.33 -6.91  -0.21
P 1.68 2.73 -5.69  0.32
O 0.74 3.66 -5.12  -0.20
O 2.88 2.16 -4.84  -0.20
C 3.35 2.81 -3.73  -0.13
O 1.09 1.34 -6.17  -0.22
C -0.36 1.22 -6.33  -0.06
H 2.79 3.96 -8.69  0.08
H 1.53 5.03 -7.81  0.11
H 1.22 3.33 -8.57  0.11
H 4.43 2.58 -3.73  0.10
H 2.92 2.39 -2.80  0.06
H 3.13 3.84 -3.76  0.08
H -0.58 0.25 -5.98  0.07
H -0.66 1.39 -7.37  0.10
H -0.81 1.93 -5.69  0.05
C -2.13 3.39 5.96  -0.02
O -3.22 2.42 5.55  -0.21
P -2.81 1.10 4.83  0.32
O -1.62 1.09 3.98  -0.20
O -2.73 0.08 6.02  -0.19
C -1.94 -1.05 5.84  -0.11
O -4.17 0.69 4.15  -0.23
C -5.52 0.75 4.61  -0.06
H -2.74 4.20 6.27  0.06
H -1.35 3.60 5.19  0.09
H -1.62 3.08 6.92  0.08
H -2.33 -1.84 6.46  0.09
H -0.95 -0.80 6.22  0.06
H -1.88 -1.32 4.77  0.08
H -5.74 0.12 5.43  0.08
H -6.06 0.38 3.76  0.08
H -5.72 1.84 4.70  0.11
C -5.74 4.67 -6.06  -0.04
O -4.94 3.48 -5.79  -0.22
P -4.24 2.61 -6.92  0.42
O -3.38 3.34 -7.88  -0.25
O -3.54 1.37 -6.23  -0.21
C -4.03 0.74 -5.07  -0.09
O -5.50 1.84 -7.61  -0.23
C -5.58 1.46 -8.98  -0.12
H -6.54 4.40 -6.76  0.11
H -5.08 5.39 -6.46  0.08
H -6.04 4.91 -5.09  0.04
H -3.83 1.24 -4.14  0.07
H -3.53 -0.18 -5.01  0.08
H -5.06 0.55 -5.30  0.10
H -6.62 1.36 -9.27  0.08
H -5.08 0.49 -9.19  0.10
H -5.12 2.19 -9.64  0.08
C -0.69 -1.70 1.98  -0.10
O -0.28 -3.02 1.95  -0.19
P 0.45 -3.64 3.20  0.41
O 1.43 -2.79 3.89  -0.22
O -0.80 -4.14 4.08  -0.23
C -0.62 -4.35 5.53  -0.04
O 1.14 -5.03 2.70  -0.21
C 2.43 -4.85 2.05  -0.08
H -1.53 -1.60 1.26  0.10
H 0.11 -1.02 1.65  0.09
H -1.00 -1.37 2.93  0.05
H -0.77 -3.36 5.92  0.04
H 0.41 -4.65 5.69  0.09
H -1.34 -5.11 5.74  0.09
H 3.21 -4.93 2.79  0.08
H 2.54 -3.82 1.69  0.07
H 2.46 -5.60 1.29  0.06
C 3.99 0.73 -0.31  -0.07
O 2.59 0.49 0.04  -0.23
P 1.34 1.28 -0.59  0.34
O 1.63 2.69 -0.95  -0.23
O 0.94 0.29 -1.77  -0.22
C -0.24 0.78 -2.51  -0.02
O 0.23 1.00 0.45  -0.23
C -0.01 1.82 1.62  -0.05
H 4.03 0.41 -1.34  0.08
H 4.73 0.29 0.38  0.09
H 4.25 1.77 -0.28  0.07
H -0.92 -0.08 -2.57  0.09
H 0.04 0.97 -3.55  0.07
H -0.62 1.65 -2.05  0.05
H 0.50 1.38 2.47  0.08
H -1.10 1.88 1.74  0.07
H 0.43 2.77 1.33  0.08
C -5.82 2.97 -2.50  -0.08
O -5.30 4.25 -2.85  -0.22
P -4.12 4.85 -1.99  0.31
O -4.08 4.56 -0.56  -0.23
O -2.80 4.46 -2.74  -0.22
C -1.43 4.81 -2.32  -0.02
O -4.23 6.41 -2.17  -0.18
C -4.42 6.90 -3.49  -0.08
H -5.92 2.91 -1.42  0.08
H -5.26 2.06 -2.82  0.06
H -6.82 2.97 -2.95  0.10
H -1.41 5.75 -1.80  0.08
H -0.85 4.88 -3.24  0.08
H -1.05 3.97 -1.72  0.08
H -3.43 7.02 -3.99  0.11
H -4.82 7.85 -3.42  0.06
H -5.05 6.30 -4.11  0.05
C 1.85 3.30 4.14  -0.05
O 2.83 2.45 3.51  -0.22
P 4.29 2.24 3.99  0.42
O 4.79 3.11 5.09  -0.23
O 4.41 0.67 4.47  -0.24
C 3.84 -0.44 3.65  -0.05
O 5.00 2.23 2.53  -0.27
C 6.10 3.18 2.37  -0.06
H 1.18 3.71 3.41  0.08
H 2.42 4.06 4.65  0.08
H 1.32 2.73 4.89  0.07
H 4.65 -1.19 3.38  0.10
H 3.40 -0.14 2.67  0.07
H 3.07 -0.99 4.17  0.03
H 5.67 4.19 2.21  0.10
H 6.64 2.78 1.41  0.12
H 6.64 3.03 3.23  0.04
C 1.90 -5.48 -4.08  -0.08
O 0.82 -4.61 -3.71  -0.21
P 1.04 -3.02 -3.62  0.42
O -0.18 -2.26 -3.85  -0.21
O 2.19 -2.77 -4.80  -0.24
C 2.68 -1.44 -4.80  -0.11
O 1.91 -2.75 -2.32  -0.24
C 1.08 -2.91 -1.11  -0.05
H 2.52 -5.01 -4.80  0.07
H 1.43 -6.39 -4.51  0.11
H 2.45 -5.65 -3.15  0.08
H 3.34 -1.25 -3.94  0.09
H 1.88 -0.72 -4.86  0.07
H 3.21 -1.32 -5.71  0.08
H -0.01 -3.17 -1.26  0.09
H 1.23 -1.97 -0.60  0.07
H 1.51 -3.80 -0.59  0.09
C 4.87 -8.81 -2.43  -0.09
O 5.76 -7.95 -1.68  -0.23
P 5.17 -6.72 -0.80  0.33
O 3.83 -6.98 -0.31  -0.22
O 5.29 -5.57 -1.91  -0.22
C 4.81 -4.19 -1.52  -0.03
O 6.29 -6.43 0.26  -0.20
C 6.50 -7.38 1.32  -0.06
H 5.48 -9.29 -3.21  0.09
H 3.97 -8.31 -2.85  0.09
H 4.41 -9.56 -1.79  0.08
H 4.91 -3.95 -0.43  0.10
H 3.82 -4.02 -1.96  0.05
H 5.41 -3.54 -2.15  0.08
H 5.55 -7.72 1.68  0.08
H 6.94 -6.90 2.15  0.07
H 7.05 -8.24 0.96  0.09

Properties
ΔE to the lowest compared entry with this formula, charge and spin ... 18.1 kcal/mol
Structure (SMILES) ... COP(=O)(OC)OC.COP(=O)(OC)OC.COP(=O)(OC)OC.COP(=O)(OC)OC.COP(=O)(OC)OC.COP(=O)(OC)OC.COP(=O)(OC)OC.COP(=O)(OC)OC.COP(=O)(OC)OC.COP(=O)(OC)OC.COP(=O)(OC)OC

=====

Number 1: electronic energy -3798.6125 hartree. Number 2: electronic energy -8383.1544 hartree.